(1)
{"formula": "C4H7ClS", "method": "ωB97M-V/def2-TZVPD", "species": ["C", "H", "S", "C", "Cl", "H", "C", "H", "H", "H", "H", "C", "H"], "xyz": [[-0.496, -0.087, -0.286], [-0.252, -1.609, -1.770], [1.977, -1.207, -0.977], [-0.045, 0.436, 1.027], [-1.590, 2.561, 0.746], [0.825, -0.211, 1.372], [-0.394, 1.622, 1.485], [-0.078, 1.970, 2.470], [1.937, 0.001, -1.730], [-0.079, -2.230, -0.286], [-1.486, -0.497, -0.146], [0.158, -1.343, -0.791], [-0.477, 0.594, -1.114]], "total_energy_ev": -27617.989, "relative_energy_kcal_mol": 16.6, "homo_energy_ev": -9.165, "lumo_ev": 0.8, "orbital_gap_ev": 9.99, "spin_multiplicity": 1, "smiles": "SCC/C=C\\Cl"}

(2)
{"formula": "C4H7CuMgO2", "method": "ωB97M-V/def2-TZVPD", "species": ["Mg", "Cu", "C", "H", "H", "H", "O", "H", "C", "O", "C", "H", "C", "H", "H"], "xyz": [[-2.733, 3.996, -2.044], [1.150, -3.713, 2.497], [-0.027, 0.666, -1.039], [-0.667, -0.718, 0.547], [0.584, -3.572, 4.360], [0.370, 0.609, 1.093], [-1.334, 2.570, -1.616], [-2.150, 1.097, -0.509], [1.424, -0.959, 0.229], [1.545, -1.999, 0.845], [-1.261, 1.495, -1.035], [0.830, 1.294, -1.314], [0.197, -0.102, 0.266], [-0.188, -0.050, -1.867], [2.260, -0.615, -0.414]], "total_energy_ev": -58430.242, "total_charge": 1, "homo_energy_ev": [-9.783, -9.783], "lumo_ev": [-4.8, -5.4], "orbital_gap_ev": [4.96, 4.38], "spin_multiplicity": 2}

(3)
{"formula": "C4H7CuO2", "method": "ωB97M-V/def2-TZVPD", "species": ["H", "H", "H", "C", "H", "H", "C", "O", "H", "O", "C", "Cu", "H", "C"], "xyz": [[-3.251, 0.397, -0.095], [1.721, -0.846, -1.286], [3.413, -0.642, -0.768], [2.371, -0.528, -0.460], [2.218, -1.112, 0.459], [-1.337, 2.029, 0.261], [1.053, 1.426, 0.079], [0.073, 0.496, 0.059], [-2.114, -0.938, -0.390], [2.186, 0.872, -0.184], [-2.266, 0.001, 0.164], [-0.146, -1.645, 0.606], [-2.683, -0.472, 1.473], [-1.239, 0.960, 0.081]], "total_energy_ev": -52982.664, "relative_energy_kcal_mol": 59.3, "total_charge": 1, "homo_energy_ev": [-12.330, -13.657], "lumo_ev": [-6.1, -6.2], "orbital_gap_ev": [6.19, 7.48], "spin_multiplicity": 2}

(4)
{"formula": "C4H7EuO2", "method": "ωB97M-V/def2-TZVPD", "species": ["H", "C", "H", "H", "H", "C", "H", "H", "O", "H", "O", "C", "C", "Eu"], "xyz": [[-1.366, -1.080, -0.598], [-2.013, 0.763, 0.051], [1.116, -1.736, -0.203], [-2.970, 0.246, -0.147], [3.260, -0.487, -0.154], [-0.869, -0.140, -0.306], [-0.209, -0.118, -1.190], [1.614, -1.389, 1.477], [2.111, 1.164, -0.253], [-2.088, 0.986, 1.130], [-0.002, -0.335, 0.834], [1.217, -0.932, 0.553], [2.286, 0.009, 0.058], [-2.087, 3.047, -1.252]], "total_energy_ev": -27679.914, "relative_energy_kcal_mol": 27.6, "homo_energy_ev": [-5.248, -7.038], "lumo_ev": [0.2, -0.4], "orbital_gap_ev": [5.43, 6.61], "spin_multiplicity": 9}

(5)
{"formula": "C4H7F", "method": "ωB97M-V/def2-TZVPD", "species": ["H", "H", "H", "H", "H", "C", "C", "C", "H", "F", "C", "H"], "xyz": [[-0.722, -2.205, -0.030], [0.900, 0.543, 0.940], [1.551, -2.492, -0.086], [-1.251, 0.270, -1.377], [-0.535, 2.317, 0.588], [0.716, -0.113, 0.033], [-0.837, 1.943, -0.276], [-0.548, 0.682, -0.585], [1.744, 0.038, -0.594], [-2.032, 2.499, -0.702], [0.571, -1.710, 0.367], [0.443, -1.771, 1.720]], "total_energy_ev": -6974.179, "relative_energy_kcal_mol": 92.6, "homo_energy_ev": -9.715, "lumo_ev": 0.9, "orbital_gap_ev": 10.57, "spin_multiplicity": 1}

(6)
{"formula": "C4H7F2IS2", "method": "ωB97M-V/def2-TZVPD", "species": ["H", "C", "H", "C", "F", "H", "S", "H", "C", "H", "F", "H", "I", "S", "C", "H"], "xyz": [[-0.996, 2.405, -2.177], [-2.131, -1.522, 0.755], [-2.922, -2.075, 1.110], [2.044, 0.426, 1.076], [1.127, -0.296, 1.778], [2.043, 1.378, 1.653], [0.728, 2.261, -0.646], [2.408, 0.587, -1.044], [-0.567, 1.680, -1.541], [0.682, -0.019, -0.813], [3.194, -0.165, 1.059], [-1.447, -1.265, 1.501], [-2.861, 0.401, 0.032], [-1.076, -2.174, -0.599], [1.565, 0.560, -0.402], [-1.791, -2.182, -1.741]], "total_energy_ev": -39463.429, "relative_energy_kcal_mol": 20.0, "homo_energy_ev": -8.079, "lumo_ev": -0.2, "orbital_gap_ev": 7.84, "spin_multiplicity": 1}

(7)
{"formula": "C4H7F2N", "method": "ωB97M-V/def2-TZVPD", "species": ["H", "H", "H", "H", "F", "C", "F", "H", "N", "C", "C", "C", "H", "H"], "xyz": [[-1.494, -1.051, -1.313], [0.525, 2.531, -2.405], [-1.180, -1.445, 2.340], [-1.291, -2.660, -0.074], [1.521, 1.147, 0.373], [-0.398, -1.103, 1.678], [2.265, 1.578, -2.180], [0.314, -0.452, 2.122], [-0.743, -0.695, 0.407], [-1.194, -1.548, -0.395], [0.677, 1.664, -0.508], [1.073, 1.938, -1.722], [0.145, -1.977, 1.622], [-0.221, 2.071, 0.053]], "total_energy_ev": -11183.534, "relative_energy_kcal_mol": 54.5, "homo_energy_ev": -9.320, "lumo_ev": 1.0, "orbital_gap_ev": 10.36, "spin_multiplicity": 1, "smiles": "F/C=C\\F.C=NC"}

(8)
{"formula": "C4H7FN3", "method": "ωB97M-V/def2-TZVPD", "species": ["C", "H", "F", "C", "H", "H", "H", "H", "C", "N", "N", "C", "H", "N", "H"], "xyz": [[-1.468, 0.282, -0.732], [-0.696, 0.277, 2.003], [-4.144, -0.956, -1.620], [0.732, 0.633, -0.301], [0.404, -1.003, 1.462], [1.090, 1.072, 0.660], [-1.573, -1.087, 1.339], [-1.432, 0.867, -1.601], [-0.607, -0.548, 1.268], [-0.542, 0.096, 0.048], [-3.749, 0.265, 0.191], [-3.605, -0.770, -0.492], [1.357, -0.200, -0.538], [-3.683, 0.972, 1.091], [0.745, 1.359, -1.128]], "total_energy_ev": -11434.878, "relative_energy_kcal_mol": 167.5, "total_charge": 1, "homo_energy_ev": [-13.815, -13.962], "lumo_ev": [-5.9, -6.0], "orbital_gap_ev": [7.88, 7.92], "spin_multiplicity": 1}

(9)
{"formula": "C4H7FO", "method": "ωB97M-V/def2-TZVPD", "species": ["C", "H", "H", "C", "O", "H", "H", "H", "H", "H", "F", "C", "C"], "xyz": [[-0.254, 0.634, 1.361], [-0.290, 0.252, 2.429], [-2.093, -0.568, 0.396], [1.155, -0.284, -0.862], [0.570, -0.822, -2.058], [-1.467, 1.096, -0.407], [-0.239, -0.294, -2.083], [-0.024, -1.505, 0.531], [2.046, -0.911, -0.500], [1.443, 0.735, -0.803], [0.317, 1.889, 1.400], [-1.250, 0.213, 0.293], [0.085, -0.436, 0.302]], "total_energy_ev": -9024.183, "relative_energy_kcal_mol": 48.1, "homo_energy_ev": -10.113, "lumo_ev": 0.9, "orbital_gap_ev": 11.02, "spin_multiplicity": 1, "smiles": "OC[C@@H]1C[C@@H]1F"}

(10)
{"formula": "C4H7FO", "method": "ωB97M-V/def2-TZVPD", "species": ["H", "H", "C", "F", "H", "H", "H", "C", "O", "H", "C", "C", "H"], "xyz": [[-1.528, 1.352, 1.511], [1.726, -1.209, 0.172], [0.395, 0.867, -0.920], [-0.863, -0.289, 2.252], [-1.363, 0.840, -2.002], [0.407, -1.899, 1.304], [1.414, 0.704, -0.826], [-0.800, 0.548, 1.287], [-0.291, 0.493, -2.184], [0.098, 1.888, -0.824], [0.583, -1.428, 0.445], [-0.033, 0.030, 0.261], [0.255, -1.898, -0.477]], "total_energy_ev": -9023.299, "relative_energy_kcal_mol": 68.5, "homo_energy_ev": -9.000, "lumo_ev": 0.8, "orbital_gap_ev": 9.75, "spin_multiplicity": 1, "smiles": "C/C(=C\\F)CO"}

(11)
{"formula": "C4H7FO", "method": "ωB97M-V/def2-TZVPD", "species": ["H", "F", "H", "H", "H", "H", "C", "H", "O", "C", "C", "H", "C"], "xyz": [[1.180, -0.818, 0.929], [1.362, -1.158, -1.060], [0.529, 2.849, -0.317], [-0.924, 3.808, 0.089], [-1.265, -1.683, 0.119], [-0.368, -2.987, -0.666], [-0.358, -2.302, 0.180], [-0.401, -2.862, 1.112], [-1.029, 0.677, -0.135], [0.855, -1.474, 0.144], [-0.525, 3.026, -0.553], [-0.617, 3.358, -1.585], [-1.346, 1.802, -0.398]], "total_energy_ev": -9022.696, "relative_energy_kcal_mol": 82.4, "homo_energy_ev": [-8.080, -7.318], "lumo_ev": [1.0, 0.0], "orbital_gap_ev": [9.12, 7.28], "spin_multiplicity": 1}

(12)
{"formula": "C4H7FO2", "method": "ωB97M-V/def2-TZVPD", "species": ["H", "O", "H", "H", "F", "H", "H", "H", "C", "O", "C", "C", "C", "H"], "xyz": [[-0.518, -1.862, -0.909], [0.179, 1.851, -0.551], [0.402, 2.946, -0.508], [-0.925, 0.969, 1.369], [2.753, -0.630, 0.296], [-2.770, -0.522, 0.129], [-1.239, -0.162, -1.249], [1.648, -1.781, -1.040], [-0.852, -0.926, -0.519], [-1.838, -0.941, 0.567], [1.555, -0.945, -0.122], [0.201, 1.023, 0.773], [0.367, -0.332, 0.103], [1.036, 1.312, 1.662]], "total_energy_ev": -11069.637, "relative_energy_kcal_mol": 102.5, "homo_energy_ev": -9.294, "lumo_ev": 0.6, "orbital_gap_ev": 9.92, "spin_multiplicity": 1, "smiles": "OCC(=CF)CO"}